Entry 1:
One molecule with the formula C8H18N4 at a distorted geometry, computed with ωB97M-V with the def2-TZVPD basis set.

CARTESIAN COORDINATES (ANGSTROEM)
C  -0.772  0.889  0.638
C  0.165  1.302  -0.449
C  -1.816  -0.091  0.076
C  -0.383  1.814  -1.733
C  -2.974  -0.333  1.024
C  3.123  0.230  0.489
C  1.806  -1.907  0.640
C  1.688  -0.313  0.521
N  -0.380  1.022  1.818
N  0.942  0.053  -0.546
N  -1.189  -1.220  -0.342
N  -1.403  -1.503  -1.656
H  0.850  2.099  -0.222
H  -2.291  0.508  -0.833
H  -0.816  0.939  -2.418
H  0.335  2.402  -2.524
H  -1.245  2.585  -1.571
H  -3.801  -0.897  0.548
H  -3.297  0.720  1.264
H  -2.546  -0.738  1.898
H  3.573  0.016  1.415
H  3.601  -0.262  -0.264
H  2.920  1.275  0.375
H  0.800  -2.231  0.984
H  2.555  -2.110  1.380
H  2.124  -2.131  -0.463
H  1.173  0.067  1.484
H  -0.815  0.587  2.644
H  -1.448  -0.736  -2.296
H  -0.478  -2.036  -1.882

Spin multiplicity: 1
Orbital gap (alpha / beta): 0.28330 / 0.32725 Eh
Electronic energy: -534.4111 Ha
HOMO (alpha / beta): -7.9 / -8.5 eV
ΔE to the lowest compared entry with this formula, charge and spin: 5.3750 eV
LUMO level (alpha / beta): -0.22 / 0.40 eV

Which charges does Mulliken predict for the atoms? In e, they are: atom 1 (C): 0.1093, atom 2 (C): 0.5371, atom 3 (C): 0.4018, atom 4 (C): -1.4022, atom 5 (C): -1.4598, atom 6 (C): -1.5246, atom 7 (C): -1.2906, atom 8 (C): 0.7851, atom 9 (N): -0.7117, atom 10 (N): -0.4792, atom 11 (N): -0.0791, atom 12 (N): -0.6338, atom 13 (H): 0.4617, atom 14 (H): 0.3197, atom 15 (H): 0.1137, atom 16 (H): 0.3211, atom 17 (H): 0.2898, atom 18 (H): 0.3477, atom 19 (H): 0.3191, atom 20 (H): 0.3462, atom 21 (H): 0.3787, atom 22 (H): 0.4255, atom 23 (H): 0.4096, atom 24 (H): 0.2691, atom 25 (H): 0.4652, atom 26 (H): 0.2894, atom 27 (H): 0.1422, atom 28 (H): 0.2409, atom 29 (H): 0.2637, atom 30 (H): 0.3442



Entry 2:
An isolated ion of composition C8H18NO and charge -1 at a distorted geometry, computed with ωB97M-V with the def2-TZVPD basis set.

CARTESIAN COORDINATES (ANGSTROEM)
C  0.848  1.419  -1.234
C  1.290  -0.871  -1.737
C  2.185  0.192  0.508
C  -1.514  -0.327  -0.970
C  -0.410  -1.691  0.786
C  -1.893  0.569  2.116
C  0.978  0.084  -0.550
C  -0.399  -0.312  0.059
N  -0.766  0.824  1.287
O  -0.951  2.039  0.727
H  0.299  2.116  -0.518
H  0.379  1.486  -2.216
H  1.810  1.778  -1.384
H  1.367  -1.987  -1.373
H  0.425  -0.654  -2.315
H  2.189  -0.371  -2.003
H  2.409  -0.691  0.976
H  3.021  0.552  0.028
H  2.060  0.952  1.261
H  -1.437  0.501  -1.589
H  -2.440  -0.196  -0.309
H  -1.639  -1.217  -1.622
H  0.327  -1.738  1.581
H  -1.437  -1.801  1.207
H  -0.284  -2.452  0.051
H  -1.494  -0.224  2.807
H  -1.998  1.603  2.714
H  -2.924  0.419  1.712

Net charge: -1
Spin multiplicity: 1
Orbital gap: 0.18278 Eh
Electronic energy: -445.4638 Ha
HOMO: -1.4 eV
SMILES string: CN([O-])C(C)(C)C(C)(C)C
ΔE to the lowest compared entry with this formula, charge and spin: 0.3336 eV
LUMO level: 3.59 eV

Which charges does Mulliken predict for the atoms? In e, they are: atom 1 (C): -1.8938, atom 2 (C): -1.5475, atom 3 (C): -2.1308, atom 4 (C): -1.7457, atom 5 (C): -2.0384, atom 6 (C): -1.1807, atom 7 (C): 1.0975, atom 8 (C): 1.7112, atom 9 (N): 0.1830, atom 10 (O): -0.9102, atom 11 (H): 0.2836, atom 12 (H): 0.3995, atom 13 (H): 0.6949, atom 14 (H): 0.2163, atom 15 (H): 0.4255, atom 16 (H): 0.5034, atom 17 (H): 0.4742, atom 18 (H): 0.6070, atom 19 (H): 0.4232, atom 20 (H): 0.4282, atom 21 (H): 0.4184, atom 22 (H): 0.2973, atom 23 (H): 0.3702, atom 24 (H): 0.4739, atom 25 (H): 0.5075, atom 26 (H): 0.3480, atom 27 (H): 0.2565, atom 28 (H): 0.3277



Entry 3:
A 2-piece molecular cluster, C8H18NO overall at a distorted geometry, computed with ωB97M-V with the def2-TZVPD basis set.

CARTESIAN COORDINATES (ANGSTROEM)
C  1.250  -0.896  -0.325
C  0.781  -2.055  -1.291
C  -0.493  -0.360  2.179
C  -1.372  1.505  0.658
C  -1.928  -0.953  0.231
C  0.576  0.801  -1.893
C  1.757  1.359  0.067
C  -1.178  0.054  0.961
N  1.032  0.380  -0.688
O  1.650  -1.200  0.826
H  -0.312  -2.224  -1.215
H  1.109  -1.789  -2.258
H  1.344  -2.908  -1.054
H  0.569  -0.490  1.683
H  -0.352  0.295  3.058
H  -0.768  -1.347  2.713
H  -0.568  2.130  1.133
H  -2.334  1.847  1.115
H  -1.626  1.630  -0.368
H  -2.924  -0.857  0.601
H  -2.033  -0.886  -0.803
H  -1.733  -1.933  0.663
H  1.493  0.912  -2.707
H  -0.044  0.169  -2.506
H  0.120  1.820  -1.686
H  1.291  2.424  0.005
H  1.790  1.046  1.149
H  2.900  1.529  -0.248

Net charge: +1
Spin multiplicity: 1
Orbital gap: 0.31672 Eh
Electronic energy: -445.2600 Ha
HOMO: -13.6 eV
ΔE to the lowest compared entry with this formula, charge and spin: 2.3976 eV
LUMO level: -5.03 eV

Which charges does Mulliken predict for the atoms? In e, they are: atom 1 (C): 0.6763, atom 2 (C): -1.3274, atom 3 (C): -1.0445, atom 4 (C): -1.2558, atom 5 (C): -1.9586, atom 6 (C): -1.1549, atom 7 (C): -0.8583, atom 8 (C): 1.6875, atom 9 (N): 0.3073, atom 10 (O): -0.6526, atom 11 (H): 0.2084, atom 12 (H): 0.4824, atom 13 (H): 0.3874, atom 14 (H): 0.2240, atom 15 (H): 0.3127, atom 16 (H): 0.3534, atom 17 (H): 0.3404, atom 18 (H): 0.4199, atom 19 (H): 0.3572, atom 20 (H): 0.5182, atom 21 (H): 0.4029, atom 22 (H): 0.5264, atom 23 (H): 0.2997, atom 24 (H): 0.3943, atom 25 (H): 0.3866, atom 26 (H): 0.3302, atom 27 (H): 0.3417, atom 28 (H): 0.2952